# 1
Computed, not measured: a 2-piece molecular cluster, C5H11IO3 overall at a distorted geometry, with the ωB97M-V functional and the def2-TZVPD basis.

Element x y z (Å)
1 C -0.7394 -1.6639 0.6716
2 C -0.3581 -0.8642 -0.5768
3 C -0.8070 0.5221 -0.5664
4 C -2.2650 0.6937 -0.2368
5 I -0.6471 1.2396 -2.5981
6 H -0.1153 -1.5928 1.5998
7 H -1.7776 -1.5757 0.8886
8 H -0.5873 -2.7082 0.4695
9 H -0.7832 -1.3324 -1.4699
10 H 0.7431 -0.8641 -0.8091
11 H -0.2258 1.1752 0.0694
12 H -2.7076 1.7409 0.0094
13 H -2.9389 0.2376 -0.8913
14 H -2.4533 0.1381 0.7842
15 O 1.6778 1.6415 0.9865
16 C 2.4885 0.8822 0.5093
17 O 3.4064 0.1940 1.1698
18 O 2.4958 0.5516 -0.7908
19 H 3.3942 0.2298 2.1196
20 H 2.1999 1.3549 -1.3383

Summary:
Highest occupied orbital energy, eV: -9.31
Electronic energy, Ha: -720.52457
SMILES: CC[C@H](C)I.O=C(O)O
Spin multiplicity: 1
Strongest force on any atom, eV/A: 4.6
Kohn-Sham gap, eV: 9.735

=====

# 2
Computed, not measured: a 21-piece molecular cluster, C10H56N6O24 overall at a distorted geometry, with the ωB97M-V functional and the def2-TZVPD basis.

Element x y z (Å)
1 O 1.8861 4.6843 -1.2642
2 O -0.9799 -4.0692 3.8954
3 O -0.1702 4.0664 -0.7035
4 O -2.6090 -2.6936 3.1226
5 C -0.0656 1.9362 -1.6106
6 C -1.3138 -1.9827 1.3813
7 C 1.0181 2.6738 -1.9057
8 C -0.7288 -3.1349 1.8942
9 N -0.8142 2.7991 -0.7646
10 N -2.3688 -1.6748 2.2357
11 N 0.8957 4.0192 -1.5646
12 N -1.4915 -3.5324 2.9122
13 N -0.2609 0.6313 -1.8467
14 N -0.9785 -1.2583 0.2182
15 C 2.2019 2.2268 -2.7608
16 C 0.2624 -4.0891 1.3197
17 C 0.7504 -0.2785 -1.2936
18 C -1.6544 0.1123 -1.8093
19 C 0.4078 -0.8622 0.0960
20 C -1.9961 -0.4508 -0.4290
21 H -1.7953 2.7221 -0.3789
22 H -2.7098 -0.7472 2.2956
23 H 3.1012 1.9440 -2.2209
24 H 1.7944 1.3617 -3.2956
25 H 2.3812 2.9947 -3.5515
26 H 0.1969 -3.9542 0.2825
27 H 1.2552 -3.9301 1.7730
28 H 0.0317 -5.1517 1.6077
29 H 0.8374 -1.1542 -2.0064
30 H 1.7527 0.2642 -1.1457
31 H -2.3264 0.9438 -2.1441
32 H -1.6590 -0.6455 -2.6057
33 H 0.4339 0.0202 0.7368
34 H 1.1141 -1.6114 0.3878
35 H -2.9137 -1.0802 -0.6771
36 H -2.1491 0.4300 0.2420
37 O 3.3607 1.3532 0.4837
38 H 3.0848 0.5920 1.0906
39 H 4.2768 1.6707 0.7730
40 O 3.4896 5.8715 -3.3401
41 H 2.7534 5.5149 -2.7445
42 H 3.0703 6.1848 -4.2060
43 O 0.9864 -1.4167 3.6564
44 H 0.4267 -2.0688 3.1222
45 H 0.3615 -0.8440 4.2089
46 O 2.3447 -3.3618 -2.5473
47 H 3.1121 -2.8998 -3.0179
48 H 2.4599 -3.2284 -1.5510
49 O -5.4948 -0.1069 2.2271
50 H -6.0404 -0.5188 2.9731
51 H -5.7162 -0.5943 1.3685
52 O -4.2688 -4.2806 1.5874
53 H -3.6994 -3.7227 2.2105
54 H -3.7493 -4.4267 0.7315
55 O -1.3618 -6.8822 2.9897
56 H -1.4084 -5.9031 2.7388
57 H -0.7109 -6.9799 3.7582
58 O -1.7040 2.7585 -4.0825
59 H -1.1624 2.4968 -3.2689
60 H -1.2744 3.5750 -4.4978
61 O -3.1292 1.3071 2.8673
62 H -4.0851 0.9755 2.8706
63 H -2.7917 1.3054 3.8211
64 O 0.4674 2.3761 2.4161
65 H 0.9790 2.4712 3.2839
66 H -0.3443 2.9784 2.4611
67 O 3.9077 -2.0673 -0.2254
68 H 3.6033 -1.9295 0.7297
69 H 4.3903 -1.2304 -0.5262
70 O 1.4262 -1.0209 -4.9897
71 H 0.6467 -1.3186 -4.4174
72 H 2.2522 -0.9909 -4.4061
73 O -0.4285 -3.6580 -2.9341
74 H -0.7357 -3.1332 -3.7428
75 H 0.5744 -3.5525 -2.8523
76 O 3.0739 4.5543 1.2929
77 H 3.4252 5.0410 2.1075
78 H 3.2767 5.1176 0.4773
79 O -2.2031 -3.9314 -0.9925
80 H -1.5660 -3.8280 -1.7717
81 H -1.7906 -3.4806 -0.1861
82 O 1.4751 -4.7125 5.4762
83 H 0.6527 -4.1630 5.2632
84 H 1.2230 -5.6909 5.4223
85 O 0.6250 6.1134 0.7369
86 H 0.6021 5.3055 0.1283
87 H 1.0386 5.8335 1.6169
88 O -1.9031 5.8456 -1.4772
89 H -1.7842 5.9901 -2.4716
90 H -1.2328 5.1494 -1.1776
91 O -4.0605 2.6209 0.3971
92 H -3.5183 2.0897 1.0663
93 H -3.8965 3.6045 0.5686
94 O 5.0455 0.2065 -1.8404
95 H 4.4045 0.9888 -1.8119
96 H 5.9079 0.5211 -2.2659

Summary:
Highest occupied orbital energy, eV: 0.05
Electronic energy, Ha: -2548.38780
Spin multiplicity: 1
Strongest force on any atom, eV/A: 7.6
Net charge: -2
Kohn-Sham gap, eV: 3.459

=====

Q: Which value of strongest force on any atom does entry 1 give?
A: 4.6 eV/A

=====

Q: Look up the electronic energy of the second one.
A: -2548.38780 Ha

=====

Q: Number 2 is which compound?
A: C10H56N6O24

=====

Q: Among the records above, which one has the highest highest occupied orbital energy?
A: C10H56N6O24